ORCA calculation (ωB97M-V/def2-TZVPD) on 13 unconnected molecules or ions with the total composition C43H122N10O13 in a non-equilibrium geometry.

Each atom is followed by the atoms it is bonded to, with distances in Å.
CARTESIAN COORDINATES (ANGSTROEM)
1 C 10.764 -1.200 18.812  C2 1.503, H7 1.090, H8 1.090, H9 1.090
2 C 11.398 -0.491 17.647  C1 1.503, C3 1.545, N6 1.490, H10 1.090
3 C 12.891 -0.868 17.518  C2 1.545, O4 1.420, H11 1.090, H12 1.090
4 O 13.557 -0.324 18.647  C3 1.420, C5 1.423
5 C 14.315 -1.276 19.383  O4 1.423, H13 1.090, H14 1.090, H15 1.090
6 N 10.651 -0.937 16.438  C2 1.490, H16 1.010, H17 1.010
7 H 10.856 -2.279 18.684  C1 1.090
8 H 9.733 -0.854 18.878  C1 1.090
9 H 11.214 -0.822 19.730  C1 1.090
10 H 11.176 0.556 17.856  C2 1.090
11 H 13.286 -0.397 16.618  C3 1.090
12 H 12.970 -1.932 17.292  C3 1.090
13 H 14.553 -0.885 20.373  C5 1.090
14 H 15.279 -1.471 18.914  C5 1.090
15 H 13.696 -2.161 19.535  C5 1.090
16 H 10.773 -1.940 16.432  N6 1.010
17 H 9.661 -0.751 16.516  N6 1.010
18 C 15.011 2.581 15.374  C19 1.514, H24 1.090, H25 1.090, H26 1.090
19 C 13.579 3.070 15.302  C18 1.514, C20 1.539, N23 1.413, H27 1.090
20 C 13.422 4.573 15.591  C19 1.539, O21 1.427, H28 1.090, H29 1.090
21 O 13.989 5.195 16.743  C20 1.427, C22 1.441
22 C 13.709 4.570 18.011  O21 1.441, H30 1.090, H31 1.090, H32 1.090
23 N 13.012 2.595 14.098  C19 1.413, H33 1.010, H34 1.010
24 H 15.585 3.290 14.778  C18 1.090
25 H 15.204 1.551 15.073  C18 1.090
26 H 15.459 2.523 16.366  C18 1.090
27 H 13.067 2.517 16.089  C19 1.090
28 H 12.344 4.732 15.545  C20 1.090
29 H 13.935 5.022 14.740  C20 1.090
30 H 13.922 3.508 17.890  C22 1.090
31 H 12.658 4.679 18.278  C22 1.090
32 H 14.316 4.942 18.836  C22 1.090
33 H 12.005 2.645 14.153  N23 1.010
34 H 13.324 1.637 14.029  N23 1.010
35 C 19.242 -0.624 21.069  C36 1.532, H41 1.090, H42 1.090, H43 1.090
36 C 18.942 -1.587 22.221  C35 1.532, C37 1.532, N40 1.475, H44 1.090
37 C 19.087 -3.082 21.920  C36 1.532, O38 1.429, H45 1.090, H46 1.090
38 O 18.158 -3.529 20.931  C37 1.429, C39 1.450
39 C 16.746 -3.508 21.260  O38 1.450, H47 1.090, H48 1.090, H49 1.090
40 N 19.760 -1.167 23.374  C36 1.475, H50 1.010, H51 1.010
41 H 19.035 0.374 21.456  C35 1.090
42 H 18.681 -0.874 20.168  C35 1.090
43 H 20.288 -0.621 20.761  C35 1.090
44 H 17.944 -1.510 22.652  C36 1.090
45 H 18.790 -3.630 22.814  C37 1.090
46 H 20.108 -3.333 21.629  C37 1.090
47 H 16.379 -2.578 21.695  C39 1.090
48 H 16.497 -4.343 21.914  C39 1.090
49 H 16.096 -3.768 20.426  C39 1.090
50 H 19.551 -1.763 24.162  N40 1.010
51 H 19.424 -0.245 23.610  N40 1.010
52 C 13.781 -2.008 13.170  C53 1.507, H58 1.090, H59 1.090, H60 1.090
53 C 15.168 -1.432 13.298  C52 1.507, C54 1.471, N57 1.469, H61 1.090
54 C 15.919 -1.597 14.552  C53 1.471, O55 1.462, H62 1.090, H63 1.090
55 O 16.081 -3.029 14.798  C54 1.462, C56 1.428
56 C 16.894 -3.284 15.943  O55 1.428, H64 1.090, H65 1.090, H66 1.090
57 N 15.910 -1.801 12.085  C53 1.469, H67 1.010, H68 1.010
58 H 13.303 -1.594 14.058  C52 1.090
59 H 13.813 -3.093 13.077  C52 1.090
60 H 13.321 -1.696 12.232  C52 1.090
61 H 15.048 -0.359 13.147  C53 1.090
62 H 15.384 -1.132 15.380  C54 1.090
63 H 16.930 -1.193 14.509  C54 1.090
64 H 17.412 -4.236 15.826  C56 1.090
65 H 16.259 -3.295 16.828  C56 1.090
66 H 17.722 -2.583 16.050  C56 1.090
67 H 16.058 -2.780 12.282  N57 1.010
68 H 16.864 -1.467 12.082  N57 1.010
69 C 8.156 -4.004 16.126  C70 1.545, H75 1.090, H76 1.090, H77 1.090
70 C 7.738 -3.193 14.879  C69 1.545, C71 1.554, N74 1.464, H78 1.090
71 C 8.559 -3.619 13.631  C70 1.554, O72 1.468, H79 1.090, H80 1.090
72 O 8.154 -2.744 12.524  C71 1.468, C73 1.433
73 C 8.934 -1.542 12.529  O72 1.433, H81 1.090, H82 1.090, H83 1.090
74 N 6.312 -3.363 14.594  C70 1.464, H84 1.010, H85 1.010
75 H 9.168 -3.764 16.452  C69 1.090
76 H 8.165 -5.061 15.857  C69 1.090
77 H 7.447 -3.725 16.905  C69 1.090
78 H 7.859 -2.119 15.016  C70 1.090
79 H 8.387 -4.655 13.339  C71 1.090
80 H 9.637 -3.497 13.736  C71 1.090
81 H 8.497 -0.904 11.760  C73 1.090
82 H 9.980 -1.732 12.292  C73 1.090
83 H 8.896 -1.013 13.481  C73 1.090
84 H 6.372 -3.204 13.598  N74 1.010
85 H 5.789 -2.688 15.134  N74 1.010
86 C 8.958 3.170 13.652  C87 1.494, H92 1.090, H93 1.090, H94 1.090
87 C 8.954 2.341 14.895  C86 1.494, C88 1.591, N91 1.475, H95 1.090
88 C 7.671 1.414 15.047  C87 1.591, O89 1.397, H96 1.090, H97 1.090
89 O 7.871 0.821 16.296  C88 1.397, C90 1.419
90 C 6.846 -0.023 16.794  O89 1.419, H98 1.090, H99 1.090, H100 1.090
91 N 10.170 1.544 14.646  C87 1.475, H101 1.010, H102 1.010
92 H 9.449 4.135 13.775  C86 1.090
93 H 7.949 3.495 13.396  C86 1.090
94 H 9.326 2.816 12.689  C86 1.090
95 H 9.220 2.945 15.763  C87 1.090
96 H 7.476 0.665 14.280  C88 1.090
97 H 6.802 2.067 14.961  C88 1.090
98 H 6.003 0.596 17.102  C90 1.090
99 H 7.249 -0.582 17.638  C90 1.090
100 H 6.513 -0.736 16.040  C90 1.090
101 H 10.016 0.618 14.274  N91 1.010
102 H 10.501 1.229 15.547  N91 1.010
103 C 12.234 -4.373 24.830  C104 1.514, H109 1.090, H110 1.090, H111 1.090
104 C 11.971 -3.068 24.110  C103 1.514, C105 1.577, N108 1.422, H112 1.090
105 C 11.258 -1.972 24.991  C104 1.577, O106 1.452, H113 1.090, H114 1.090
106 O 11.307 -0.732 24.238  C105 1.452, C107 1.478
107 C 10.185 -0.673 23.277  O106 1.478, H115 1.090, H116 1.090, H117 1.090
108 N 13.213 -2.625 23.576  C104 1.422, H118 1.010, H119 1.010
109 H 11.278 -4.874 24.983  C103 1.090
110 H 12.796 -4.154 25.738  C103 1.090
111 H 12.921 -4.992 24.253  C103 1.090
112 H 11.388 -3.307 23.220  C104 1.090
113 H 11.785 -1.705 25.907  C105 1.090
114 H 10.270 -2.408 25.142  C105 1.090
115 H 9.298 -0.590 23.903  C107 1.090
116 H 10.110 -1.578 22.673  C107 1.090
117 H 10.170 0.235 22.674  C107 1.090
118 H 13.981 -2.771 24.216  N108 1.010
119 H 13.093 -1.623 23.611  N108 1.010
120 C 13.514 3.167 23.355  C121 1.520, H126 1.090, H127 1.090, H128 1.090
121 C 12.260 3.844 23.886  C120 1.520, C122 1.481, N125 1.452, H129 1.090
122 C 11.140 2.883 24.005  C121 1.481, O123 1.363, H130 1.090, H131 1.090
123 O 9.960 3.533 23.805  C122 1.363, C124 1.456
124 C 8.684 2.850 23.636  O123 1.456, H132 1.090, H133 1.090, H134 1.090
125 N 12.438 4.568 25.132  C121 1.452, H135 1.010, H136 1.010
126 H 13.407 2.723 22.365  C120 1.090
127 H 13.938 2.444 24.051  C120 1.090
128 H 14.347 3.857 23.217  C120 1.090
129 H 11.999 4.487 23.045  C121 1.090
130 H 11.055 2.439 24.998  C122 1.090
131 H 11.274 2.130 23.228  C122 1.090
132 H 7.861 3.473 23.286  C124 1.090
133 H 8.338 2.552 24.625  C124 1.090
134 H 8.859 2.026 22.944  C124 1.090
135 H 11.480 4.561 25.452  N125 1.010
136 H 13.022 3.989 25.719  N125 1.010
137 C 4.123 3.613 19.723  C138 1.531, H143 1.090, H144 1.090, H145 1.090
138 C 5.593 3.441 19.330  C137 1.531, C139 1.530, N142 1.451, H146 1.090
139 C 6.348 2.468 20.240  C138 1.530, O140 1.405, H147 1.090, H148 1.090
140 O 5.686 1.264 20.530  C139 1.405, C141 1.453
141 C 6.537 0.097 20.687  O140 1.453, H149 1.090, H150 1.090, H151 1.090
142 N 5.544 3.065 17.930  C138 1.451, H152 1.010, H153 1.010
143 H 3.913 3.947 20.739  C137 1.090
144 H 3.647 2.632 19.744  C137 1.090
145 H 3.709 4.253 18.944  C137 1.090
146 H 6.082 4.407 19.450  C138 1.090
147 H 6.506 2.853 21.247  C139 1.090
148 H 7.253 2.140 19.728  C139 1.090
149 H 7.113 -0.156 19.796  C141 1.090
150 H 6.050 -0.800 21.068  C141 1.090
151 H 7.277 0.320 21.455  C141 1.090
152 H 6.375 2.504 17.807  N142 1.010
153 H 4.779 2.406 17.890  N142 1.010
154 C 13.642 -6.113 21.397  C155 1.536, H160 1.090, H161 1.090, H162 1.090
155 C 13.103 -5.102 20.374  C154 1.536, C156 1.541, N159 1.452, H163 1.090
156 C 12.254 -5.627 19.199  C155 1.541, O157 1.403, H164 1.090, H165 1.090
157 O 13.009 -6.574 18.492  C156 1.403, C158 1.410
158 C 14.012 -6.010 17.677  O157 1.410, H166 1.090, H167 1.090, H168 1.090
159 N 12.387 -4.052 21.076  C155 1.452, H169 1.010, H170 1.010
160 H 12.888 -6.833 21.714  C154 1.090
161 H 14.023 -5.508 22.220  C154 1.090
162 H 14.431 -6.768 21.026  C154 1.090
163 H 13.937 -4.498 20.017  C155 1.090
164 H 11.811 -4.805 18.637  C156 1.090
165 H 11.411 -6.104 19.700  C156 1.090
166 H 13.644 -5.988 16.652  C158 1.090
167 H 14.953 -6.558 17.631  C158 1.090
168 H 14.331 -4.984 17.867  C158 1.090
169 H 11.591 -4.374 21.607  N159 1.010
170 H 13.068 -3.753 21.759  N159 1.010
171 C 8.552 -3.089 20.808  O172 1.434, H173 1.090, H174 1.090, H175 1.090
172 O 8.402 -3.506 19.444  C171 1.434, H176 0.960
173 H 7.652 -3.352 21.363  C171 1.090
174 H 9.430 -3.648 21.130  C171 1.090
175 H 9.019 -2.112 20.932  C171 1.090
176 H 7.558 -3.949 19.331  O172 0.960
177 C 10.806 2.745 19.935  O178 1.465, H179 1.090, H180 1.090, H181 1.090
178 O 11.543 3.768 20.682  C177 1.465, H182 0.960
179 H 11.052 2.769 18.874  C177 1.090
180 H 10.931 1.753 20.369  C177 1.090
181 H 9.734 2.922 20.027  C177 1.090
182 H 10.952 4.169 21.324  O178 0.960
183 C 11.414 -6.751 15.014  O184 1.435, H185 1.090, H186 1.090, H187 1.090
184 O 10.206 -6.491 14.286  C183 1.435, H188 0.960
185 H 12.213 -6.091 14.677  C183 1.090
186 H 11.372 -6.523 16.079  C183 1.090
187 H 11.714 -7.798 14.966  C183 1.090
188 H 10.381 -6.214 13.383  O184 0.960

Computed properties:
E_LUMO ... 0.22 eV
Calculated total energy ... -88076.3287 eV
HOMO level ... -8.356 eV
Max |F| ... 0.088 Eh/bohr

Atomic partial charges in e from the Löwdin method, atoms 1 to 2:
1. C -0.07
2. C -0.40